(1)
{
  "formula": "C4H34NO11",
  "method": "wB97M-V/def2-TZVPD",
  "symbols": ["O", "O", "O", "O", "O", "O", "O", "O", "O", "O", "O", "N", "C", "C", "C", "C", "H", "H", "H", "H", "H", "H", "H", "H", "H", "H", "H", "H", "H", "H", "H", "H", "H", "H", "H", "H", "H", "H", "H", "H", "H", "H", "H", "H", "H", "H", "H", "H", "H", "H"],
  "xyz": [[-1.6307, 1.5065, 3.0070], [-0.1920, 0.5433, -1.0911], [-2.8880, -0.2482, 1.1118], [1.9998, 3.0796, 0.0375], [1.2750, 3.2766, 2.8090], [1.4162, -2.8505, 1.8838], [-3.8527, 1.6725, -0.8825], [-1.8296, -2.5046, 0.8012], [3.5322, 0.8019, -0.7575], [1.3132, 0.3827, 2.9264], [-1.1805, 3.2466, 0.1926], [0.6138, -1.9377, -0.6661], [1.1698, -3.6820, -2.5242], [0.2102, -0.8123, -4.0131], [0.8295, -2.2661, -2.1233], [-0.3528, -1.7234, -2.8852], [-3.3564, 0.3194, 0.5513], [0.3112, 1.4296, -1.2174], [-3.7054, 2.5615, -0.4166], [-1.0371, -2.5710, -3.3508], [-1.4571, 2.6723, 0.9235], [0.7177, -0.8708, -0.4167], [0.3563, -4.1462, -3.0766], [1.8098, 3.6547, 0.7144], [-4.8403, 1.7513, -1.0964], [-1.0674, -1.0886, -2.4214], [2.3833, -3.1610, 1.9987], [0.5846, 3.8126, 3.0118], [-0.6366, -0.3448, -4.6355], [-0.2284, 3.3325, 0.2688], [0.9733, -0.0417, -3.7036], [3.1459, 1.3892, -1.5234], [1.6408, -0.3368, 2.3607], [0.7324, -1.5296, -4.6378], [-2.4985, 0.9482, 2.9752], [4.2681, 1.2722, -0.4124], [1.7620, -1.6212, -2.3287], [2.8608, 2.6446, 0.1388], [-2.0763, -1.6326, 0.8304], [-3.5387, -0.4939, 1.7630], [0.8864, 2.4672, 2.8536], [-1.9637, -2.7835, 1.7615], [1.8918, 0.3865, 3.5911], [1.3450, -4.1321, -1.4169], [1.0411, -3.5537, 2.3062], [-1.1269, 0.7453, -1.1315], [2.2338, -4.0152, -2.8186], [-1.1676, 0.8131, 2.5311], [-0.4631, -2.1127, -0.4026], [1.0787, -2.5491, 0.0591]],
  "charge": 2,
  "multiplicity": 2,
  "homo_lumo_gap_ev": [10.1, 2.0]
}

(2)
{
  "formula": "C44H26F4N9OP2PdSe2",
  "method": "wB97M-V/def2-TZVPD",
  "symbols": ["Pd", "Se", "Se", "P", "P", "F", "F", "F", "F", "O", "N", "N", "N", "N", "N", "N", "N", "N", "N", "C", "C", "C", "C", "C", "C", "C", "C", "C", "C", "C", "C", "C", "C", "C", "C", "C", "C", "C", "C", "C", "C", "C", "C", "C", "C", "C", "C", "C", "C", "C", "C", "C", "C", "C", "C", "C", "C", "C", "C", "C", "C", "C", "C", "H", "H", "H", "H", "H", "H", "H", "H", "H", "H", "H", "H", "H", "H", "H", "H", "H", "H", "H", "H", "H", "H", "H", "H", "H", "H"],
  "xyz": [[-2.0094, -1.3144, 0.4031], [3.5811, 0.3570, 0.9639], [-2.8639, -0.0528, -1.5724], [2.8798, 1.8413, -0.5809], [-1.1582, 1.2641, -1.8201], [-1.7583, 0.4150, 5.7891], [-2.5237, -4.9270, 5.2566], [-1.9975, -3.9586, 7.6374], [-2.3123, -0.5601, 3.4242], [0.3500, -7.5978, -1.9025], [-1.6399, -8.4438, -1.1936], [-1.3991, -2.5976, 10.2631], [0.8202, -0.9165, 0.7812], [-1.5145, -3.4610, -0.1306], [1.7749, -0.0823, 0.4688], [-1.7075, 1.3427, 8.6018], [-2.6374, -5.7454, 2.2641], [-3.8993, -1.9288, 1.0856], [-0.1960, -0.5356, 0.0364], [-2.5285, -2.7774, 4.2605], [-2.0125, -0.8699, 5.6918], [-2.7838, -4.6786, 2.6647], [-2.0881, -3.1325, 6.6297], [-3.3783, -2.4960, 1.9677], [4.8166, 2.4117, -2.4124], [-1.7315, 0.2139, 8.3905], [3.6629, 1.6597, -2.1454], [3.9124, 0.4776, -4.2171], [1.4056, 0.8483, -0.4376], [2.7231, 3.5298, -0.0941], [-1.4689, 2.9381, -1.2993], [2.6355, 3.8578, 1.2660], [-1.9377, -1.7082, 6.8761], [-0.7192, -7.4708, -1.3483], [0.8464, 1.0022, -5.8935], [-2.2006, 3.7633, -2.1570], [-1.0804, -6.1003, -0.8219], [2.4365, 6.1703, 0.6556], [-1.4304, 4.6634, 0.3685], [2.4965, 5.1828, 1.6333], [2.5125, 5.8418, -0.6936], [-1.5861, -2.0028, 9.2973], [-2.3586, -3.6272, 5.4033], [-2.5303, 5.0436, -1.7456], [-1.0933, 3.3796, -0.0309], [2.6672, 4.5223, -1.0812], [0.0988, 0.5753, -0.7181], [-2.4828, -4.1729, -0.7123], [3.2152, 0.6810, -3.0405], [-0.0845, -5.3617, -0.1959], [-2.1428, 5.4918, -0.4880], [0.2807, -0.1302, -5.3167], [0.7736, 2.2328, -5.2539], [-2.3003, -1.3799, 4.4816], [-2.8865, -3.2887, 3.0195], [5.0535, 1.2253, -4.4877], [-0.3424, -4.0533, 0.1434], [0.1355, 2.3419, -4.0272], [5.5023, 2.1917, -3.5927], [-1.7587, -1.1967, 8.1274], [-2.3053, -5.4983, -1.0685], [-0.3548, -0.0379, -4.0902], [-0.4287, 1.2018, -3.4485], [3.5772, -0.2744, -4.9189], [-1.1513, 5.0135, 1.3537], [2.3443, 7.2080, 0.9490], [5.1760, 3.1509, -1.7068], [-3.0998, 5.6882, -2.4013], [-1.4086, -9.3698, -1.5174], [1.1962, 3.1124, -5.7219], [-2.4088, 6.4916, -0.1705], [2.6937, 3.0893, 2.0278], [1.3356, 0.9260, -6.8562], [-2.4549, -8.3307, -0.6174], [0.4088, -3.4453, 0.6310], [-0.8168, -0.9110, -3.6437], [0.3177, -1.0792, -5.8356], [5.6069, 1.0452, -5.4002], [-0.5516, 2.7281, 0.6453], [0.8802, -5.8065, 0.0055], [2.4704, 6.6197, -1.4442], [6.3938, 2.7644, -3.8107], [-2.5195, 3.4055, -3.1289], [-3.1123, -6.0330, -1.5515], [2.7506, 4.2671, -2.1288], [0.0559, 3.3031, -3.5363], [2.4528, 5.4501, 2.6808], [-3.4179, -3.6660, -0.9121], [2.3329, 0.0894, -2.8248]],
  "charge": 3,
  "multiplicity": 1,
  "homo_lumo_gap_ev": [5.4, 5.4],
  "e_above_lowest_kcal_mol": 43.8
}

(3)
{
  "formula": "C2H2Cl3NO",
  "method": "wB97M-V/def2-TZVPD",
  "symbols": ["Cl", "Cl", "Cl", "O", "N", "C", "C", "H", "H"],
  "xyz": [[1.6456, 0.4799, 2.5978], [1.4846, -1.4802, 0.4684], [2.1841, 1.2560, -0.1557], [-1.2320, 0.6992, -1.5093], [-1.3533, -0.7377, -1.2094], [-1.4353, 0.2410, -0.2656], [1.3572, 0.2048, 0.9297], [-2.2165, 0.5242, 0.4110], [-0.4345, -1.1871, -1.2669]],
  "multiplicity": 1,
  "homo_lumo_gap_ev": [9.3, 7.4],
  "e_above_lowest_kcal_mol": 141.4
}

(4)
{
  "formula": "C8H14",
  "method": "wB97M-V/def2-TZVPD",
  "symbols": ["C", "C", "C", "C", "C", "C", "C", "C", "H", "H", "H", "H", "H", "H", "H", "H", "H", "H", "H", "H", "H", "H"],
  "xyz": [[-0.4960, 0.0962, -0.7758], [-1.3244, -1.9508, 0.2490], [0.9720, 0.1591, -0.6174], [-1.3755, -1.0682, -0.7835], [3.0238, -0.4373, 0.7467], [-1.4629, 1.0531, -0.6126], [-1.5034, 2.0283, 0.5316], [1.5745, 0.0197, 0.7980], [-1.5227, -3.0031, 0.1018], [3.7545, 0.0901, 0.1382], [3.0346, -1.4623, 0.3391], [-1.8960, -1.2968, -1.7284], [1.3686, -0.7162, -1.1505], [3.4587, -0.7077, 1.7084], [-1.6616, -1.5610, 1.2069], [-1.0986, 1.5573, 1.4199], [1.4207, 0.8042, 1.5368], [1.4374, 1.0093, -1.1202], [-0.9124, 2.9408, 0.4048], [-2.5071, 2.3513, 0.8086], [1.0337, -0.8650, 1.1516], [-2.3547, 1.0348, -1.2377]],
  "multiplicity": 1,
  "smiles": "C=C/C(=C/C)CCC",
  "homo_lumo_gap_ev": 8.3,
  "e_above_lowest_kcal_mol": 99.2
}